No. 1
ORCA calculation (ωB97M-V with the def2-TZVPD basis set) on a 7-piece molecular cluster, C37H66BrO18PS2 overall at a distorted geometry.

The geometry in XYZ format:
```
125
Properties=species:S:1:pos:R:3
C 0.37279 -4.59933 -3.35644
C 1.09742 -3.45658 -2.43316
O 1.98772 -2.53585 -3.15449
C 1.42685 -1.17369 -3.24952
C 2.39650 -0.01590 -2.53210
C 2.14311 0.14491 -0.92168
P 3.97965 0.13345 -0.27013
O 4.70619 -1.44328 -0.49342
Br 5.19804 1.66899 -1.50386
O 1.30882 -0.98379 -0.38939
S -0.29782 -0.59365 0.02432
O -0.88559 -1.34098 1.24551
O -1.43262 -0.72302 -1.01959
O -0.05354 1.09417 0.08035
C 1.34787 1.44747 -0.32515
S 0.97369 2.90375 -1.50420
C 1.91139 2.24096 0.99170
C 2.01841 1.34804 2.36031
C 0.73992 0.66186 3.16674
C 0.86054 -0.26764 4.51367
C 2.35701 -0.54547 5.12670
C 3.70575 0.13879 4.42556
C 3.50989 1.06805 3.06480
H 1.08228 -5.45766 -3.71872
H -0.43877 -5.12714 -2.65741
H -0.23694 -4.06928 -4.20375
H 0.26355 -2.93514 -1.78809
H 1.78630 -4.03823 -1.65044
H 0.30468 -1.08013 -2.93140
H 1.45649 -0.89662 -4.41053
H 3.50313 -0.44464 -2.66399
H 2.37785 0.98683 -3.14299
H 5.47624 -1.34389 -1.13343
H 2.20845 3.61363 -1.51623
H 1.20516 3.16641 1.25406
H 2.96325 2.69252 0.71507
H -0.32873 0.87634 2.67932
H -0.15232 -0.71368 4.94614
H 2.43671 -1.24873 6.07901
H 4.79100 -0.04339 4.87738
H 4.46604 1.55365 2.55700
C 4.32612 -3.41239 -6.41436
C 3.45997 -4.65624 -6.44200
O 2.07253 -4.31943 -6.25407
C 1.23262 -3.94870 -7.24584
C 1.80699 -3.57652 -8.58126
O 0.02635 -3.84262 -7.03261
H 4.07593 -2.72980 -7.23106
H 5.38389 -3.67777 -6.49678
H 4.17272 -2.85965 -5.48210
H 3.60188 -5.24971 -7.34943
H 3.73669 -5.30412 -5.60346
H 1.98878 -2.50128 -8.60722
H 1.07702 -3.83791 -9.35554
H 2.71942 -4.11442 -8.83117
C 1.74130 -1.38539 11.00361
C 0.94169 -0.78472 9.86433
O 1.27287 -1.41929 8.61478
C 0.70276 -2.55617 8.15765
C -0.11358 -3.38863 9.10231
O 0.91550 -2.94091 7.00939
H 1.51082 -2.44526 11.14179
H 1.53158 -0.86060 11.93994
H 2.81382 -1.31966 10.79497
H -0.13641 -0.81018 10.04552
H 1.21116 0.27119 9.75529
H 0.52857 -4.13708 9.56853
H -0.89780 -3.89367 8.52733
H -0.62519 -2.80834 9.86771
C -3.52918 6.93409 1.17459
C -2.08176 6.50624 1.03296
O -1.70898 5.60045 2.08857
C -1.90436 4.26357 2.05609
C -2.81456 3.68896 1.01056
O -1.40708 3.54088 2.91761
H -4.21051 6.08346 1.08654
H -3.79071 7.66796 0.40704
H -3.70269 7.37744 2.16023
H -1.86188 6.07852 0.05088
H -1.43658 7.38498 1.13800
H -3.82683 3.62394 1.41176
H -2.46027 2.68274 0.76022
H -2.81921 4.24932 0.07766
C -4.99827 -7.64310 8.11411
C -4.71859 -6.38885 8.91834
O -3.32377 -6.30276 9.26591
C -2.36725 -5.77266 8.47184
C -2.68502 -5.51265 7.02851
O -1.23318 -5.58119 8.90661
H -4.45791 -7.64026 7.16357
H -6.06760 -7.73549 7.90413
H -4.66847 -8.53110 8.66261
H -5.05561 -5.47936 8.41334
H -5.26972 -6.43902 9.86343
H -2.40830 -6.38612 6.43661
H -2.09670 -4.65016 6.69585
H -3.72718 -5.25605 6.84856
C -0.01166 2.57161 -7.11468
C 0.57184 2.20214 -8.46418
O 1.69418 1.31286 -8.31165
C 1.59825 -0.03082 -8.20294
C 0.25496 -0.64232 -7.93198
O 2.60711 -0.73230 -8.24675
H -0.40064 1.69424 -6.59081
H -0.82464 3.29381 -7.23130
H 0.75856 3.00839 -6.47114
H -0.17319 1.78284 -9.14602
H 0.95768 3.10616 -8.94724
H 0.11872 -0.74764 -6.85485
H 0.22707 -1.63369 -8.39790
H -0.57526 -0.08332 -8.35927
C -3.68851 8.69829 -3.73769
C -2.24108 8.27044 -3.87932
O -1.86830 7.36466 -2.82371
C -2.06369 6.02777 -2.85618
C -2.97388 5.45316 -3.90172
O -1.56640 5.30508 -1.99467
H -4.36983 7.84766 -3.82573
H -3.95004 9.43217 -4.50523
H -3.86202 9.14164 -2.75205
H -2.02121 7.84272 -4.86140
H -1.59591 9.14918 -3.77428
H -3.98616 5.38814 -3.50052
H -2.61959 4.44694 -4.15206
H -2.97853 6.01352 -4.83462
```

Summary:
SMILES: CCOCC[C@]1(P(O)Br)OS(=O)(=O)O[C@@]1(S)Cc1ccccc1.CCOC(C)=O.CCOC(C)=O.CCOC(C)=O.CCOC(C)=O.CCOC(C)=O.CCOC(C)=O
Relative energy (zero: lowest compared OMol25 entry of this formula, charge and spin), kJ/mol: 673.3

These are the Mulliken partial charges, in e, on atoms 1 to 8: -0.76 -0.06 -0.35 0.03 -1.01 1.26 0.12 -0.50

---

No. 2
ORCA calculation (ωB97M-V with the def2-TZVPD basis set) on a 2-piece molecular cluster, C37H66N2O2 overall at a distorted geometry.

The geometry in XYZ format:
```
107
C37H66N2O2 ωB97M-V with the def2-TZVPD basis set
C 3.45861 3.89429 -0.36908
C 3.42328 2.64600 0.51764
C 3.96416 1.33487 -0.06695
C 2.99230 2.59822 1.80404
C 1.64555 3.06614 2.33393
C 0.44955 2.54925 1.51754
C 0.38982 1.00861 1.32957
C 0.99246 0.24833 2.56402
C -1.03460 0.44232 1.11927
C -1.99969 1.26854 0.25126
N -1.99025 1.04105 -1.23653
C -0.59881 1.15363 -1.85096
C 0.05415 -0.16617 -2.27829
O 0.27061 -1.10701 -1.24172
C -2.73270 2.25188 -1.81862
C -4.18893 2.41107 -1.36365
C -4.43665 3.40431 -0.20028
C -3.70881 4.76392 -0.39688
C -5.95157 3.74068 -0.09953
C -6.86148 2.50787 0.17850
C -7.53778 2.49311 1.54878
C -7.74530 1.26861 2.13866
C -6.47402 0.42567 2.46484
C -9.12530 0.70688 2.43351
C -2.70708 -0.17140 -1.68207
C -3.07207 -0.35725 -3.00482
C -3.77190 -1.45795 -3.44285
C -4.14478 -2.46264 -2.56327
C -3.79464 -2.28559 -1.24172
C -3.09712 -1.16529 -0.80819
H 2.52947 4.48074 -0.36801
H 3.71516 3.56847 -1.38873
H 4.32452 4.48400 -0.03596
H 4.31500 1.44237 -1.10046
H 4.86047 1.06553 0.52745
H 3.26918 0.50244 0.08148
H 3.68678 2.16998 2.54001
H 1.63623 4.17626 2.31273
H 1.49948 2.79573 3.38528
H 0.51529 3.03662 0.52257
H -0.50562 2.90961 1.94595
H 1.00509 0.69750 0.47232
H 2.05660 0.04606 2.39852
H 0.81388 0.81043 3.48917
H 0.43980 -0.69707 2.65330
H -1.49658 0.43998 2.12707
H -0.99349 -0.62197 0.86311
H -3.00820 1.02534 0.61656
H -1.89902 2.34279 0.44482
H 0.06350 1.73372 -1.19576
H -0.63648 1.75828 -2.77060
H -0.43924 -0.67494 -3.11716
H 1.05464 0.10759 -2.65762
H -0.42336 -1.77312 -1.32171
H -2.73892 2.21334 -2.91293
H -2.08865 3.10962 -1.58344
H -4.74627 2.82621 -2.22087
H -4.70208 1.47589 -1.10618
H -4.15873 2.98151 0.77725
H -3.64403 5.07042 -1.44846
H -4.13295 5.52865 0.26068
H -2.66629 4.62129 -0.05345
H -6.26680 4.29762 -0.99863
H -6.09744 4.44389 0.73442
H -6.37425 1.53489 0.03984
H -7.69563 2.54655 -0.54338
H -7.88009 3.41388 2.03591
H -6.08903 0.03462 1.50307
H -5.72177 1.13630 2.81347
H -6.68298 -0.37629 3.17665
H -9.65700 1.20032 3.26311
H -9.01801 -0.35914 2.69200
H -9.76257 0.72365 1.54022
H -2.82014 0.40434 -3.74531
H -4.05367 -1.54876 -4.49212
H -4.71206 -3.33744 -2.87371
H -4.08247 -3.04705 -0.51812
H -2.90188 -1.11212 0.25963
C 6.28576 -5.03014 1.84545
C 6.58765 -3.81050 0.95220
C 7.43625 -4.26097 -0.24668
C 6.69176 -5.09065 -1.29097
C 5.19401 -4.77211 -1.35259
C 4.80960 -3.38433 -0.81210
N 5.27763 -3.27632 0.55445
O 4.94231 -2.04437 1.14852
C 3.28327 -3.32070 -0.80706
C 5.32166 -2.29188 -1.77306
C 7.46256 -2.85494 1.76084
H 5.71401 -4.72741 2.72435
H 7.20977 -5.51243 2.19810
H 5.70279 -5.78481 1.31413
H 7.85171 -3.37831 -0.74212
H 8.30774 -4.82695 0.10353
H 7.15000 -4.91671 -2.26983
H 6.82387 -6.15771 -1.08856
H 4.84585 -4.89133 -2.38541
H 4.65372 -5.53070 -0.77738
H 2.85814 -4.03948 -0.10259
H 2.88027 -3.55241 -1.80310
H 2.93023 -2.32498 -0.53327
H 4.90837 -2.43924 -2.77997
H 6.40900 -2.28771 -1.86863
H 5.01316 -1.29941 -1.43834
H 8.39271 -3.35475 2.05540
H 6.96904 -2.52839 2.67502
H 7.73084 -1.97080 1.17957
```

These are the Mulliken partial charges, in e, on atoms 1 to 8: -1.46 0.79 -1.09 -0.57 -1.13 -0.51 2.43 -1.65

---

Number 1: total energy -6514.963041 Ha, HOMO level -7.58 eV, LUMO energy -0.0198 hartree. Number 2: total energy -1708.989700 Ha, HOMO level -2.86 eV, LUMO energy -0.0239 hartree.